{"formula": "C18H30ClF2N2O4S", "method": "the ωB97M-V functional and the def2-TZVPD basis", "e_tot_ev": -59105.962, "total_charge": 1, "spin_multiplicity": 1, "e_homo_ev": -11.4, "e_lumo_ha": -0.202, "symbols": ["C", "C", "F", "C", "N", "N", "C", "C", "C", "O", "Cl", "C", "S", "C", "C", "C", "O", "F", "H", "H", "H", "H", "H", "H", "H", "H", "H", "H", "C", "C", "O", "C", "C", "H", "H", "H", "H", "H", "H", "H", "H", "H", "H", "C", "C", "O", "C", "C", "H", "H", "H", "H", "H", "H", "H", "H", "H", "H"], "xyz": [[0.451756, -1.454473, 4.174792], [-0.748958, -2.045268, 3.334359], [-1.769436, -1.121683, 3.102321], [-0.193522, -2.641838, 1.990124], [-0.269692, -3.949851, 1.920990], [0.207500, -4.499183, 0.824308], [0.699503, -3.747427, -0.165963], [1.196209, -4.541186, -1.419432], [0.266178, -5.728937, -1.779969], [-0.670276, -5.688440, -2.472145], [0.682223, -7.351967, -1.046730], [0.835851, -2.309542, -0.216543], [1.565482, -1.382857, -1.581213], [0.326961, -1.650968, 1.034626], [0.380745, -0.122696, 1.299961], [-0.258465, 0.779630, 0.176456], [0.443553, 1.407795, -0.516888], [-1.619879, 0.884985, 0.005827], [0.447789, -0.342134, 4.218358], [1.416524, -1.812685, 3.729116], [0.451308, -1.853002, 5.217707], [-1.181647, -2.861569, 3.963269], [0.187469, -5.526524, 0.761341], [1.249902, -3.891782, -2.326640], [2.256633, -4.849526, -1.222468], [2.840170, -1.881002, -1.665201], [1.459036, 0.180517, 1.325926], [-0.035383, 0.161469, 2.290100], [1.478395, 3.914279, 1.093938], [0.948189, 3.483708, 2.450024], [1.715677, 2.449843, 3.057424], [3.072476, 2.763306, 3.345966], [3.234012, 3.910685, 4.326522], [1.612234, 3.048676, 0.447512], [0.785740, 4.609741, 0.617478], [2.446141, 4.413303, 1.176753], [-0.059061, 3.077286, 2.322834], [0.854493, 4.337935, 3.126970], [3.624275, 2.956504, 2.420126], [3.506585, 1.861650, 3.783754], [2.900453, 4.856371, 3.895471], [4.281426, 4.024712, 4.608542], [2.641820, 3.734085, 5.226570], [-4.166525, 1.909958, -5.482740], [-4.092998, 0.549713, -4.811407], [-2.870152, -0.132859, -5.044310], [-1.698000, 0.503626, -4.569578], [-1.681140, 0.698656, -3.062959], [-3.925763, 1.828448, -6.544258], [-5.167335, 2.331883, -5.378630], [-3.459684, 2.615541, -5.040318], [-4.877788, -0.088850, -5.220564], [-4.286224, 0.630547, -3.736002], [-1.541516, 1.454223, -5.090084], [-0.864978, -0.144686, -4.850957], [-2.435028, 1.415607, -2.733867], [-0.708942, 1.073165, -2.738718], [-1.884319, -0.246912, -2.551879]], "forces_ev_per_a": [[0.126, -0.262, -0.051], [0.835, -0.827, 1.003], [0.798, -0.408, -0.157], [-1.103, 2.539, 1.180], [0.154, 0.404, 0.070], [0.380, 1.768, -0.574], [1.061, -0.478, -3.049], [0.427, 0.036, 0.325], [0.934, -0.567, 0.559], [-0.556, 0.600, -0.494], [0.214, 0.890, 0.158], [-0.837, 0.271, 3.772], [-0.209, -0.226, 0.436], [0.563, -2.294, -2.490], [-0.465, -0.395, 0.016], [-0.262, -0.373, 0.382], [0.263, 0.513, -0.664], [1.402, -0.845, 1.046], [-0.012, -0.802, -0.067], [-0.712, 0.501, 0.330], [-0.247, 0.407, -0.839], [0.157, 0.473, -0.936], [-0.034, 0.368, 0.037], [-0.392, -0.340, 0.869], [-0.971, -0.109, -0.108], [-0.743, -0.220, 0.427], [-0.885, -0.207, -0.225], [0.088, -0.387, -0.875], [0.298, 0.083, 0.099], [0.004, 0.126, -0.156], [-0.183, -0.392, -0.054], [0.169, 0.084, 0.126], [-0.167, 0.155, -0.084], [-0.023, 0.100, -0.017], [0.002, -0.048, 0.021], [-0.077, 0.073, 0.022], [0.047, -0.101, 0.136], [0.025, -0.002, -0.012], [-0.021, 0.075, -0.004], [-0.174, -0.064, -0.056], [0.084, 0.004, 0.009], [-0.031, -0.029, -0.012], [0.075, -0.055, -0.011], [0.207, 0.110, 0.068], [-0.113, 0.098, -0.080], [0.072, -0.224, -0.042], [-0.037, -0.011, 0.045], [-0.086, 0.083, 0.008], [-0.079, -0.046, 0.022], [0.029, -0.037, -0.006], [-0.081, 0.031, 0.014], [0.166, -0.112, 0.002], [0.015, 0.071, 0.012], [0.003, 0.055, 0.080], [-0.139, -0.068, -0.111], [0.057, 0.009, 0.014], [-0.028, 0.024, -0.059], [0.013, -0.023, -0.056]], "nbo_charge": [-0.67, 0.17, -0.34, 0.16, -0.14, -0.25, 0.27, -0.57, 0.56, -0.42, -0.09, -0.17, 0.10, 0.14, -0.59, 0.88, -0.50, -0.32, 0.25, 0.21, 0.25, 0.21, 0.46, 0.30, 0.28, 0.17, 0.30, 0.30, -0.65, -0.07, -0.57, -0.06, -0.65, 0.22, 0.23, 0.21, 0.17, 0.18, 0.17, 0.18, 0.21, 0.23, 0.22, -0.65, -0.07, -0.54, -0.06, -0.65, 0.22, 0.22, 0.20, 0.19, 0.16, 0.17, 0.18, 0.21, 0.22, 0.19]}

=====

{"formula": "H26O13", "method": "the ωB97M-V functional and the def2-TZVPD basis", "relative_energy_kj_mol": 149.9, "e_tot_ev": -27040.393, "total_charge": 0, "spin_multiplicity": 1, "e_homo_ev": -10.4, "e_lumo_ha": -0.010, "symbols": ["O", "H", "H", "O", "H", "H", "O", "H", "H", "O", "H", "H", "O", "H", "H", "O", "H", "H", "O", "H", "H", "O", "H", "H", "O", "H", "H", "O", "H", "H", "O", "H", "H", "O", "H", "H", "O", "H", "H"], "xyz": [[-0.123513, -0.518436, 0.054564], [0.791487, -0.528436, 0.324564], [-0.379513, 0.403564, -0.015436], [-2.013513, 0.339564, -2.584436], [-1.720513, -0.230436, -3.314436], [-1.367513, 1.066564, -2.447436], [-1.446513, -1.070436, 2.309564], [-1.370513, -0.879436, 1.387564], [-1.460513, -0.209436, 2.758564], [-3.097513, -0.986436, -0.340436], [-4.035513, -0.859436, -0.625436], [-2.614513, -0.426436, -0.927436], [2.166487, 2.967564, -0.200436], [1.236487, 2.687564, -0.326436], [2.482487, 2.097564, 0.112564], [1.253487, -1.143436, 2.813564], [1.137487, -0.416436, 3.422564], [0.400487, -1.158436, 2.355564], [2.660487, -2.370436, -0.928436], [2.571487, -2.905436, -0.139436], [1.869487, -2.512436, -1.471436], [2.548487, 0.619564, 1.089564], [3.313487, 0.111564, 0.898564], [2.185487, 0.010564, 1.733564], [-1.496513, 1.927564, 1.088564], [-2.439513, 2.162564, 1.181564], [-1.011513, 2.734564, 1.154564], [0.084487, -2.394436, -2.005436], [-0.673513, -2.928436, -1.756436], [-0.061513, -1.632436, -1.472436], [-2.519513, 3.099564, -1.343436], [-1.746513, 2.653564, -1.008436], [-2.341513, 4.032564, -1.101436], [-0.017513, 1.982564, -1.653436], [0.223487, 2.830564, -2.070436], [0.537487, 1.276564, -1.999436], [2.508487, -3.337436, 1.619564], [1.837487, -3.977436, 1.430564], [2.128487, -2.518436, 1.996564]], "forces_ev_per_a": [[-0.382, -0.294, -0.619], [0.825, 0.162, -0.049], [-0.124, 0.464, 0.142], [0.270, 0.063, -0.143], [0.051, 0.394, 0.424], [-0.580, -0.592, -0.431], [0.110, -0.002, 1.953], [-0.226, 0.259, -1.290], [-0.269, -0.317, -0.381], [-1.864, -0.557, 0.617], [1.213, -0.203, 0.420], [0.624, 0.680, -1.127], [-0.896, -0.737, -0.051], [0.617, 0.614, -0.005], [0.381, 0.581, 0.189], [0.562, 0.228, -0.278], [0.143, 0.134, 0.593], [-0.891, -0.380, 0.097], [0.129, 0.682, -0.773], [0.065, -0.204, 0.436], [0.098, -0.166, 0.198], [-0.500, 0.187, 0.098], [1.622, -0.488, -0.994], [-0.890, -0.153, 0.850], [-0.876, -0.890, 0.148], [0.593, -0.160, -0.203], [0.473, 0.945, 0.246], [-0.135, -1.079, -0.948], [-0.084, -0.379, -0.158], [-0.095, 1.431, 0.956], [-0.283, 1.519, 0.108], [0.278, -0.576, 0.216], [-0.405, -0.668, -0.330], [-0.171, 0.448, -0.126], [0.158, -0.687, -0.082], [0.487, 0.183, -0.110], [0.936, 0.711, 0.160], [-0.850, -0.312, 0.233], [-0.118, -0.841, 0.013]], "nbo_charge": [-0.99, 0.50, 0.50, -0.99, 0.49, 0.49, -0.95, 0.51, 0.47, -0.97, 0.47, 0.49, -0.97, 0.45, 0.49, -0.99, 0.49, 0.51, -1.01, 0.48, 0.49, -0.98, 0.49, 0.49, -0.97, 0.50, 0.48, -0.97, 0.48, 0.49, -0.95, 0.48, 0.46, -0.99, 0.51, 0.51, -0.97, 0.48, 0.50]}

=====

{"formula": "C29H31ClN4OPS2V", "method": "the ωB97M-V functional and the def2-TZVPD basis", "relative_energy_kj_mol": 24.4, "e_tot_ev": -107758.353, "s_squared": 3.85, "total_charge": -1, "spin_multiplicity": 4, "e_homo_ev": [-3.1, -5.1], "e_lumo_ha": [0.074, 0.069], "symbols": ["V", "Cl", "C", "C", "C", "C", "O", "C", "C", "N", "C", "C", "C", "C", "C", "C", "C", "C", "N", "C", "C", "H", "H", "H", "H", "H", "H", "H", "H", "H", "H", "S", "C", "S", "C", "C", "N", "C", "N", "C", "C", "C", "P", "C", "C", "C", "C", "C", "C", "H", "H", "H", "H", "H", "H", "H", "H", "H", "H", "H", "H", "H", "H", "H", "H", "H", "H", "H", "H", "H"], "xyz": [[0.572868, -0.832902, -0.169631], [7.016762, 2.183601, -1.413269], [5.335824, 1.757444, -1.149978], [4.340388, 2.501776, -1.770830], [3.015763, 2.160220, -1.550412], [2.667011, 1.097363, -0.731524], [1.366932, 0.817541, -0.516727], [3.679924, 0.329479, -0.113398], [3.395102, -0.760788, 0.779062], [2.163795, -1.259657, 1.006082], [1.939907, -2.122467, 2.045097], [2.882395, -2.679168, 2.923704], [2.446637, -3.472137, 3.990689], [1.111585, -3.721352, 4.241345], [0.129559, -3.171827, 3.378223], [-1.254039, -3.327815, 3.537239], [-2.122910, -2.754079, 2.632722], [-1.617641, -2.033375, 1.564620], [-0.308813, -1.844831, 1.379982], [0.558408, -2.399253, 2.267195], [5.021397, 0.693864, -0.338562], [4.602691, 3.326127, -2.421171], [2.221110, 2.718087, -2.034282], [4.234080, -1.176778, 1.321153], [3.940153, -2.507757, 2.787873], [3.191390, -3.901387, 4.652131], [0.802704, -4.328273, 5.085176], [-1.629745, -3.909966, 4.372562], [-3.193830, -2.871364, 2.729242], [-2.266325, -1.616477, 0.810580], [5.811827, 0.120061, 0.131610], [-0.945038, -2.202422, -1.525461], [0.355456, -2.432104, -2.636845], [1.826727, -1.776412, -2.032180], [0.206190, -3.032752, -3.864722], [-1.084369, -3.504016, -4.297052], [-2.121223, -3.877240, -4.637607], [1.321684, -3.200007, -4.761534], [2.210178, -3.332897, -5.484468], [-1.979276, 3.173201, -2.348231], [-0.955881, 2.149242, -1.850116], [-0.529647, 1.233166, -3.005947], [-1.385454, 1.186191, -0.305606], [-3.239468, 1.220889, -0.273776], [-3.827320, 0.335624, -1.383665], [-3.842966, 0.805663, 1.075435], [-0.877569, 2.340721, 1.070948], [-0.482255, 1.551489, 2.326085], [-1.833899, 3.480956, 1.429322], [-1.531025, 3.747728, -3.165613], [-2.296060, 3.883898, -1.587633], [-2.873651, 2.693547, -2.751859], [-0.066379, 2.689782, -1.529066], [-1.366641, 0.645229, -3.389666], [0.256113, 0.536851, -2.716215], [-0.145520, 1.841057, -3.832543], [-3.525479, 2.256770, -0.461040], [-3.443214, -0.685354, -1.325940], [-3.601106, 0.701294, -2.383202], [-4.918311, 0.293242, -1.286746], [-3.859658, -0.280379, 1.181348], [-4.881796, 1.145790, 1.129045], [-3.317805, 1.212236, 1.941386], [0.041334, 2.772790, 0.672536], [-1.319836, 0.988154, 2.748402], [-0.119865, 2.235999, 3.098658], [0.318698, 0.839215, 2.122694], [-2.806751, 3.115153, 1.774523], [-2.009438, 4.158999, 0.595579], [-1.404393, 4.074795, 2.244270]], "forces_ev_per_a": [[-0.451, -0.077, -1.511], [-0.115, -0.038, 0.028], [-0.010, 0.020, -0.013], [0.073, 0.059, -0.063], [-0.047, 0.189, -0.172], [-0.662, -0.293, 0.259], [0.860, 0.842, -0.033], [0.002, -0.398, 0.337], [-0.258, 0.139, -0.220], [0.700, 0.059, 0.673], [0.114, 0.231, -0.178], [-0.161, -0.088, 0.083], [-0.067, 0.022, -0.034], [0.072, 0.032, -0.034], [0.170, 0.009, -0.111], [-0.114, -0.062, 0.071], [-0.083, -0.084, 0.106], [0.292, 0.009, -0.131], [-0.329, -0.482, 1.004], [-0.030, 0.063, 0.023], [0.083, -0.077, 0.047], [-0.013, -0.028, 0.031], [0.043, -0.028, 0.039], [0.062, -0.008, -0.001], [-0.029, -0.012, 0.020], [-0.008, 0.018, -0.020], [0.016, 0.041, -0.062], [0.015, 0.033, -0.039], [0.005, -0.007, 0.013], [-0.034, 0.051, -0.049], [-0.025, 0.027, -0.022], [-0.177, -0.065, -0.093], [0.029, 0.176, 0.109], [0.117, -0.242, -0.038], [-0.070, -0.281, -0.582], [0.476, 0.139, 0.137], [0.065, 0.017, -0.016], [-0.422, 0.078, 0.319], [-0.075, -0.013, 0.034], [0.043, -0.024, -0.085], [-0.057, -0.036, -0.129], [-0.104, 0.007, -0.014], [0.038, -0.136, 0.145], [-0.108, -0.144, -0.007], [-0.048, 0.020, 0.106], [0.003, -0.074, 0.039], [-0.078, 0.056, 0.080], [-0.065, -0.016, 0.019], [-0.035, 0.026, 0.092], [-0.036, -0.034, 0.046], [0.011, 0.033, 0.110], [0.036, 0.000, 0.029], [0.098, 0.055, 0.048], [-0.020, 0.006, 0.036], [-0.005, 0.041, 0.013], [-0.045, -0.011, 0.052], [-0.063, 0.089, -0.013], [0.001, 0.030, 0.025], [0.073, 0.025, -0.029], [0.081, 0.026, -0.002], [0.032, 0.028, -0.006], [0.036, -0.024, -0.016], [-0.058, -0.082, -0.116], [0.093, 0.052, -0.016], [0.024, 0.035, -0.033], [-0.024, -0.001, -0.017], [0.017, 0.008, -0.055], [0.186, 0.119, -0.056], [-0.006, -0.008, -0.086], [-0.030, -0.039, -0.070]], "nbo_charge": [1.16, -0.04, -0.06, -0.25, -0.22, 0.39, -0.83, -0.17, 0.02, -0.60, 0.19, -0.32, -0.17, -0.31, 0.01, -0.16, -0.27, 0.06, -0.53, 0.12, -0.20, 0.22, 0.21, 0.18, 0.21, 0.20, 0.20, 0.21, 0.22, 0.21, 0.22, -0.21, -0.18, -0.13, -0.46, 0.32, -0.39, 0.32, -0.38, -0.61, -0.50, -0.61, 0.94, -0.53, -0.61, -0.61, -0.52, -0.59, -0.61, 0.21, 0.20, 0.20, 0.23, 0.21, 0.24, 0.20, 0.21, 0.23, 0.21, 0.20, 0.21, 0.21, 0.21, 0.24, 0.20, 0.21, 0.21, 0.20, 0.21, 0.21]}